This record from the Open Molecules 2025 dataset describes 2 unconnected molecules or ions with the total composition C3H7N2 in a non-equilibrium geometry. The level of theory is wB97M-V/def2-TZVPD.

Last column: Löwdin charge in e.
Cartesian coordinates (Å):
C  0.192  -0.080  -1.350  -0.02
C  0.309  1.076  1.960  0.21
C  0.638  -0.146  2.320  -0.13
N  2.886  -1.053  2.220  0.46
N  1.856  -0.617  2.279  0.09
H  0.243  -0.791  -2.071  -0.01
H  -0.419  0.773  -1.636  0.05
H  -0.161  -0.666  -0.568  -0.02
H  -0.664  1.229  1.933  0.06
H  1.049  1.758  1.518  0.13
H  1.182  0.275  -1.078  0.02
H  -0.184  -0.696  2.716  0.15

Summary:
Total charge: +1
2S+1: 1
LUMO level (eV): -6.95
Total energy (Ha): -227.63227
Energy above the lowest of the compared OMol25 structures with the same formula, charge and spin (kcal per mole): 76.6
HOMO energy (eV): -16.686


This record from the Open Molecules 2025 dataset describes 2 unconnected molecules or ions with the total composition C3H7N2O in a non-equilibrium geometry. The level of theory is wB97M-V/def2-TZVPD.

Last column: Löwdin charge in e.
Cartesian coordinates (Å):
C  -0.009  -1.312  1.589  0.00
C  -0.056  -1.329  0.235  0.00
N  -0.572  -0.091  -0.149  0.11
C  -0.844  0.640  0.931  -0.04
N  -0.508  -0.084  1.990  0.11
H  0.444  -1.883  2.381  0.14
H  -0.187  -2.119  -0.486  0.14
H  -0.354  0.424  -0.998  0.16
H  -1.414  1.543  0.884  0.16
H  -0.363  0.330  2.894  0.18
H  0.651  1.541  -3.488  0.04
H  1.879  1.419  -2.580  0.04
O  1.333  0.921  -3.202  -0.06

Summary:
Total charge: +1
2S+1: 1
LUMO level (eV): -3.90
Total energy (Ha): -303.00746
Energy above the lowest of the compared OMol25 structures with the same formula, charge and spin (kcal per mole): 20.4
HOMO energy (eV): -15.037


This record from the Open Molecules 2025 dataset describes a gas-phase ion, C3H7N2O2 (charge -1) in a non-equilibrium geometry. The level of theory is wB97M-V/def2-TZVPD.

Last column: Löwdin charge in e.
Cartesian coordinates (Å):
N  0.731  0.086  -1.784  -0.02
C  1.569  -0.634  -0.880  -0.29
C  1.219  -0.570  0.682  -0.22
N  -0.203  -0.704  1.016  0.01
C  -1.074  0.368  0.628  -0.84
O  -0.635  1.536  0.731  -0.09
O  -2.240  0.036  0.286  -0.11
H  0.916  1.081  -1.742  0.06
H  -0.276  0.042  -1.734  0.06
H  2.607  -0.314  -1.032  0.09
H  1.494  -1.697  -1.185  0.09
H  1.782  -1.364  1.170  0.08
H  1.503  0.414  1.055  0.09
H  -0.546  -1.636  0.935  0.09

Summary:
Total charge: -1
2S+1: 1
LUMO level (eV): 4.15
Total energy (Ha): -378.56865
Energy above the lowest of the compared OMol25 structures with the same formula, charge and spin (kcal per mole): 5.9
HOMO energy (eV): -3.833
SMILES: NCCNC(=O)[O-]


This record from the Open Molecules 2025 dataset describes a molecular structure, C3H7N2O2 in a non-equilibrium geometry. The level of theory is wB97M-V/def2-TZVPD.

Last column: Löwdin charge in e.
Cartesian coordinates (Å):
C  0.074  -0.103  0.572  -0.24
N  1.066  0.085  -0.437  -0.02
C  2.477  0.279  -0.176  -0.76
O  3.260  0.449  -1.180  -0.14
O  2.778  0.378  1.055  -0.11
C  -1.445  -0.406  0.159  -0.43
N  -2.479  0.201  -0.659  -0.03
H  0.229  -0.909  1.362  0.13
H  0.040  0.766  1.167  0.09
H  0.993  -0.272  -1.465  0.16
H  -1.500  -1.514  -0.117  0.13
H  -1.246  0.249  -0.917  0.14
H  -1.795  -0.400  1.163  0.08
H  -2.452  1.198  -0.526  0.02

Summary:
Total charge: -1
2S+1: 1
LUMO level (eV): 3.73
Total energy (Ha): -378.42077
Energy above the lowest of the compared OMol25 structures with the same formula, charge and spin (kcal per mole): 98.7
HOMO energy (eV): -4.098